# 1
Computed, not measured: a cluster of 2 separate species, C4H9N2 in total at a distorted geometry, with ωB97M-V with the def2-TZVPD basis set.

Geometry as XYZ:
```
15
Properties=species:S:1:pos:R:3:forces:R:3
H -1.701 0.604 -1.817 0.297 0.614 0.428
N -1.458 -0.183 -1.218 2.576 1.538 0.110
H -2.307 -0.428 -0.757 -0.397 -1.002 0.491
C 1.103 -1.161 -0.281 -0.942 -1.297 0.874
H -0.872 -0.154 2.891 0.584 0.879 -0.989
H 1.650 1.602 0.007 1.999 0.472 0.016
H 1.215 -1.661 0.687 -0.465 -0.344 -0.215
C 0.220 -0.011 -0.092 -2.878 1.440 1.245
C 0.024 0.589 1.276 0.006 -0.735 -1.042
H 0.807 -1.888 -1.027 -0.106 -0.022 -0.104
H -0.042 2.318 0.006 1.316 -1.967 0.165
H -1.050 -0.806 -1.886 -0.455 -1.287 -0.130
C 0.658 1.394 0.216 -3.170 1.608 -0.975
H 2.068 -0.844 -0.461 2.132 0.858 -1.071
N -0.317 0.629 2.458 -0.496 -0.754 1.198
```
Forces are in eV/Å.

Its total charge is +1. The LUMO energy comes out at -5.10 eV. The total energy is -7263.5184 eV. The strongest force on any atom is 3.7 eV/Å. As for the HOMO energy: -13.9 eV. For the energy above the lowest of the compared OMol25 structures with the same formula, charge and spin, the calculation gives 446.1 kJ/mol.

# 2
Computed, not measured: a structure of composition C31H27N3O2PbSe2, with ωB97M-V with the def2-TZVPD basis set.

Geometry as XYZ:
```
66
Properties=species:S:1:pos:R:3:forces:R:3
N -2.687 -7.105 6.142 -0.012 -0.017 0.016
C -0.824 -3.874 2.271 0.024 0.047 -0.078
C -2.647 -2.878 0.301 0.026 0.013 -0.005
C -1.007 -3.388 3.562 -0.020 -0.023 0.053
H 1.981 5.323 -4.316 -0.007 0.006 0.003
H 3.421 5.007 -3.335 0.010 0.004 0.006
O 2.068 4.470 -1.328 -0.033 -0.040 -0.047
H 3.953 3.559 -5.217 0.004 0.001 -0.035
H 0.501 4.409 -2.612 -0.011 0.004 0.003
Pb 1.107 -0.191 -1.469 0.193 0.205 -0.217
H -3.147 -3.482 1.042 -0.004 -0.003 0.007
H 0.846 2.867 -1.829 0.000 0.019 -0.011
C -2.900 3.218 1.194 0.059 -0.028 0.009
C 3.222 -2.798 1.973 -0.009 0.042 -0.030
H -0.765 -2.353 3.769 0.000 0.004 -0.004
C 1.101 2.793 -4.573 0.018 -0.059 -0.005
H -1.641 -3.834 5.564 -0.001 -0.003 -0.001
H 1.622 2.672 -5.523 -0.003 -0.013 -0.010
C 0.186 1.734 2.618 0.025 -0.054 -0.050
C -1.609 -6.039 2.986 0.022 -0.005 -0.092
H -0.988 -5.572 0.985 0.000 -0.002 -0.001
H -4.492 3.841 -0.073 -0.004 -0.004 -0.003
Se 0.162 1.078 -4.236 0.066 0.103 0.103
C -1.247 -2.549 0.275 0.013 0.073 -0.022
Se 3.556 1.662 -1.369 -0.139 -0.107 -0.024
H -2.207 -0.950 -2.321 -0.032 -0.019 -0.003
C 0.708 1.074 1.479 -0.024 0.045 0.053
C -2.292 -6.411 5.314 0.103 0.169 -0.199
H 2.642 3.795 -0.917 0.030 0.013 0.025
C 1.077 -2.700 1.300 0.018 0.082 -0.024
C -3.562 3.288 0.002 0.004 -0.010 -0.070
C 3.229 2.274 -3.236 -0.054 0.004 0.027
C 1.308 3.746 -2.286 -0.016 0.015 0.066
C -0.984 2.430 2.543 -0.028 0.009 -0.047
H 3.052 1.382 -3.836 -0.011 -0.012 0.026
C -1.137 1.848 0.172 -0.025 -0.109 -0.099
N -0.997 -1.732 -0.821 -0.016 -0.174 0.137
H -4.251 -2.267 -1.078 0.001 -0.004 0.000
H 1.637 0.528 1.600 0.018 0.007 -0.004
N 1.786 -1.817 0.505 -0.151 -0.129 0.068
H -1.843 -7.074 2.772 0.000 0.001 0.004
C 3.043 -1.877 0.905 0.018 0.012 -0.017
H 4.197 2.688 -3.530 0.014 -0.008 -0.030
C -0.298 -2.972 1.199 -0.003 -0.076 0.067
C -1.493 -4.213 4.562 0.028 0.095 -0.015
C -1.130 -5.203 1.992 -0.021 -0.032 0.045
C -2.146 -1.567 -1.432 0.021 0.020 -0.002
H -3.535 2.721 -2.094 -0.008 0.008 0.000
C -3.213 -2.260 -0.780 0.017 0.045 -0.028
H -1.428 1.507 -1.947 0.001 0.008 0.025
C -3.025 2.650 -1.140 -0.019 0.031 0.064
O 3.467 4.384 -5.321 -0.015 0.006 0.082
C -1.791 -5.542 4.274 -0.117 -0.197 0.233
C 0.083 1.102 0.254 0.023 0.071 -0.025
C 1.973 -3.317 2.228 -0.006 0.001 0.000
H 0.726 1.681 3.559 0.013 -0.005 -0.003
H 0.345 3.569 -4.722 -0.016 -0.011 -0.009
C -1.678 2.503 1.311 -0.047 0.024 0.055
H 1.716 -4.061 2.966 -0.001 0.001 0.008
C 2.754 4.584 -4.090 -0.003 0.008 -0.061
H -1.394 2.938 3.411 -0.005 -0.001 0.002
C -1.852 1.956 -1.053 0.052 0.000 0.035
H 4.149 -3.031 2.474 -0.001 -0.006 0.002
H -3.297 3.713 2.075 -0.001 -0.002 0.005
C 2.102 3.313 -3.524 0.027 -0.033 0.029
H 3.791 -1.253 0.431 0.015 -0.011 0.012
```
Forces are in eV/Å.

Its total charge is -2. The LUMO energy comes out at 3.88 eV. The total energy is -177091.8678 eV. The strongest force on any atom is 0.4 eV/Å. As for the HOMO energy: -1.1 eV. For the energy above the lowest of the compared OMol25 structures with the same formula, charge and spin, the calculation gives 0.0 kJ/mol.

# 3
Computed, not measured: a cluster of 7 separate species, C9H13Br4Cl15 in total, with ωB97M-V with the def2-TZVPD basis set.

Geometry as XYZ:
```
41
Properties=species:S:1:pos:R:3:forces:R:3
H -0.831 0.305 -1.294 -0.234 0.165 0.214
Br -2.033 -0.167 0.856 0.010 -0.029 0.150
C 0.833 -5.840 -1.341 -0.040 -0.193 -0.177
H 0.428 -1.451 -0.112 0.092 -0.102 -0.054
Cl -5.449 2.703 1.260 0.068 0.001 -0.099
Cl 0.369 -5.782 -3.041 0.040 0.039 0.007
H 0.740 -4.842 -0.933 -0.050 -0.006 0.066
Cl 5.473 -3.653 0.479 -0.018 0.012 -0.023
C -1.628 3.618 0.741 0.019 -0.136 0.239
Cl 3.746 -3.178 2.761 -0.008 -0.064 0.183
Cl -0.225 -6.952 -0.465 0.027 0.168 0.077
Cl 1.158 3.278 -2.032 -0.159 0.246 -0.132
H -0.325 4.806 1.890 -0.071 0.090 0.196
Br -0.032 2.563 2.828 -0.130 0.014 0.160
H -0.811 -2.642 -0.558 0.055 -0.064 -0.115
H -4.570 0.607 1.852 0.017 0.048 -0.106
H -0.813 3.453 0.043 -0.049 -0.123 -0.033
Br 0.484 -1.863 -2.572 0.052 -0.345 0.038
C 3.831 -3.799 1.118 0.362 -0.008 0.106
Cl 2.691 -2.952 0.094 -0.151 0.076 -0.269
Br -2.674 5.071 -0.003 -0.077 0.072 -0.029
H -2.256 2.736 0.794 -0.130 0.062 0.004
Cl -3.760 2.029 3.522 0.014 -0.050 -0.082
H 3.590 -4.853 1.127 -0.140 -0.004 0.009
Cl 4.361 0.861 -1.094 0.144 -0.040 -0.143
H -1.761 4.405 2.822 -0.276 -0.308 -0.062
Cl 1.758 0.843 0.150 -0.043 -0.138 0.175
H -2.197 -0.787 -1.547 -0.002 -0.094 0.001
C 0.290 2.688 -3.465 0.836 -0.066 0.065
C 3.460 1.248 0.361 -0.025 0.079 0.032
H 0.390 3.452 -4.223 -0.278 0.045 -0.020
C -4.990 1.444 2.393 -0.189 -0.068 0.320
Cl -1.385 2.376 -3.096 -0.279 0.061 -0.044
C -1.066 4.032 2.080 0.707 0.454 -0.418
H 3.539 2.312 0.539 -0.086 0.038 -0.078
C -1.349 -0.570 -0.906 0.410 -0.049 -0.434
Cl 4.128 0.443 1.771 0.060 -0.136 0.097
C -0.343 -1.700 -0.832 -0.500 0.192 0.326
Cl 2.519 -6.333 -1.168 0.068 -0.012 -0.005
Cl 1.114 1.247 -4.074 -0.133 0.133 -0.084
Cl -6.404 0.843 3.276 0.087 0.037 -0.058
```
Forces are in eV/Å.

Its total charge is 0. The LUMO energy comes out at 0.29 eV. The total energy is -477550.4375 eV. The strongest force on any atom is 0.9 eV/Å. As for the HOMO energy: -10.1 eV. For the energy above the lowest of the compared OMol25 structures with the same formula, charge and spin, the calculation gives 0.0 kJ/mol.

# 4
Computed, not measured: a cluster of 6 separate species, H14NO5 in total at a distorted geometry, with ωB97M-V with the def2-TZVPD basis set.

Geometry as XYZ:
```
20
Properties=species:S:1:pos:R:3:forces:R:3
H 0.470 0.254 3.110 1.473 -0.113 -1.539
H 2.288 0.032 -1.901 -2.814 -0.277 1.470
H -0.729 -1.239 -1.909 1.428 -0.124 0.411
H -1.988 -1.444 -2.525 -0.192 1.363 0.204
H 1.206 -3.442 -0.388 0.425 -0.082 -0.228
H -1.106 1.858 0.103 -1.922 0.153 0.326
H -0.139 0.723 -0.829 -0.613 0.557 1.255
O 1.593 -2.863 -1.057 0.001 0.157 -0.244
O 1.088 0.238 2.307 0.811 -0.281 2.732
H 2.415 -3.236 -1.413 -0.461 -0.215 0.396
H 2.017 0.091 2.717 -2.390 0.373 -1.077
O -2.555 2.377 1.623 2.946 -0.378 -0.597
N -0.320 1.261 0.085 0.279 0.511 -4.924
H -0.165 0.703 0.834 0.194 -2.424 3.174
H 1.402 -1.158 -1.365 0.029 1.119 0.283
H -2.367 2.335 2.552 -0.221 0.100 0.660
H 0.427 1.889 0.088 1.997 1.324 0.124
H -3.459 2.468 1.493 -2.663 0.289 -0.132
O -1.470 -0.696 -2.132 -1.241 -1.250 -0.616
O 1.394 -0.152 -1.394 2.933 -0.802 -1.679
```
Forces are in eV/Å.

Its total charge is +1. The LUMO energy comes out at -2.91 eV. The total energy is -11948.8301 eV. The strongest force on any atom is 5.0 eV/Å. As for the HOMO energy: -14.8 eV. For the energy above the lowest of the compared OMol25 structures with the same formula, charge and spin, the calculation gives 153.6 kJ/mol.

# 5
Computed, not measured: the molecule C21H23N3O4, with ωB97M-V with the def2-TZVPD basis set.

Geometry as XYZ:
```
51
Properties=species:S:1:pos:R:3:forces:R:3
H -0.942 -4.189 1.096 0.025 0.004 -0.062
C 5.948 -2.039 -0.441 -0.011 0.002 -0.018
C -0.746 -4.092 0.026 0.374 -0.305 0.156
H 6.898 -1.583 -0.178 0.091 -0.026 0.011
H -4.314 3.353 -0.512 -0.032 -0.097 -0.126
H -4.021 -2.836 -1.566 -0.033 -0.115 -0.075
H -5.254 -0.732 -1.164 -0.137 0.018 -0.070
H -4.144 1.808 1.341 -0.055 0.021 0.024
C -3.627 -2.087 -0.898 0.257 -0.061 0.086
O -0.645 -1.659 1.167 -0.394 -0.201 -0.473
C -0.353 2.765 -0.305 0.647 -0.225 0.158
H 0.457 4.570 0.419 0.016 -0.103 -0.003
C -2.576 -0.232 0.821 -0.010 -0.060 0.058
H -4.497 2.023 -1.688 -0.010 0.072 0.072
H -0.155 0.655 -0.920 -0.137 -0.206 -0.039
N 1.796 3.041 0.191 0.468 -0.139 0.057
H 0.779 -1.227 2.493 -0.045 0.075 0.024
H 1.480 -0.853 -0.709 -0.160 -0.039 -0.014
H -5.534 1.276 0.379 -0.040 0.023 0.067
N -2.595 2.306 -0.928 0.106 -0.054 -0.167
C -1.766 3.189 -0.327 -0.262 -0.094 -0.274
C 2.493 -0.520 -0.542 0.145 0.111 0.042
H 3.303 -2.475 -0.803 -0.037 -0.115 -0.028
C 4.060 1.231 -0.029 -0.192 -0.219 -0.067
C 1.636 1.779 -0.220 -0.550 0.382 -0.009
O 4.398 2.502 0.262 0.024 0.049 -0.007
C 5.087 0.291 -0.094 -0.027 0.038 0.009
O -1.852 -3.549 -0.660 -0.210 0.318 -0.116
H 0.158 -3.498 -0.122 -0.081 -0.084 0.023
H -0.605 -5.083 -0.408 0.005 0.055 0.055
C 2.735 0.827 -0.266 0.423 -0.013 0.055
H -0.848 -0.691 2.991 0.007 -0.002 -0.032
N 0.603 3.611 0.140 -0.546 -0.058 -0.161
C -3.791 0.035 0.200 -0.121 -0.052 0.131
C 4.835 -1.039 -0.373 -0.062 0.181 0.044
H 3.584 3.043 0.305 0.059 0.021 0.041
H 5.755 -2.868 0.239 0.048 -0.069 0.030
C -4.449 1.373 0.388 0.128 0.075 -0.237
H 6.093 0.638 0.087 0.138 0.034 0.025
H 6.025 -2.447 -1.448 0.062 -0.055 -0.040
C -0.154 -0.781 2.150 0.151 0.226 0.242
C -4.312 -0.910 -0.669 0.080 0.063 0.103
H 0.060 0.211 1.739 -0.037 -0.043 0.039
C 0.281 1.561 -0.552 -0.073 0.450 0.033
C 3.518 -1.438 -0.592 -0.069 -0.071 -0.028
C -2.404 -2.359 -0.291 -0.120 0.002 -0.055
C -1.865 -1.403 0.592 0.193 -0.147 0.020
H -2.210 1.422 -1.224 0.095 0.104 0.048
C -4.027 2.327 -0.750 -0.240 0.133 0.214
O -2.123 4.246 0.161 0.063 0.137 0.156
H -2.172 0.509 1.494 0.085 0.060 0.082
```
Forces are in eV/Å.

Its total charge is 0. The LUMO energy comes out at 0.64 eV. The total energy is -34810.8221 eV. The strongest force on any atom is 0.7 eV/Å. As for the HOMO energy: -8.1 eV. For the energy above the lowest of the compared OMol25 structures with the same formula, charge and spin, the calculation gives 207.0 kJ/mol.

# 6
Computed, not measured: a cluster of 2 separate species, C9H14O in total at a distorted geometry, with ωB97M-V with the def2-TZVPD basis set.

Geometry as XYZ:
```
24
Properties=species:S:1:pos:R:3:forces:R:3
H 2.275 0.772 -1.510 -0.276 -0.048 -0.307
C -0.165 -0.109 -2.611 1.585 -0.984 -0.140
C -1.758 2.329 1.115 0.456 -0.219 -1.145
H -1.080 3.025 0.620 0.296 -0.093 -0.065
C 2.479 -0.608 0.070 0.351 -0.365 0.175
H 0.519 -0.242 -3.460 0.200 0.819 0.082
H -1.869 2.732 2.123 -0.539 -0.035 -0.096
C 0.688 -2.136 0.503 0.836 -0.598 -0.677
C 1.965 -1.672 0.798 -0.618 0.649 0.177
H -2.336 0.795 2.776 0.058 -0.357 0.028
O -1.877 0.143 2.230 -0.174 0.833 -0.438
C 0.061 -1.648 -0.628 -0.736 0.504 0.007
H 3.471 -0.273 0.357 -0.124 0.303 -0.194
H -0.514 0.913 -2.520 -0.372 -0.080 -0.216
H -0.940 -1.980 -0.882 0.076 -0.301 -0.038
C 0.574 -0.596 -1.384 -0.011 0.002 -0.150
H -1.272 0.270 0.352 0.463 0.541 -0.574
C 1.796 -0.063 -1.012 0.632 0.024 0.592
H -2.632 2.319 0.461 -0.413 0.183 0.701
H -0.165 1.005 1.629 0.318 -0.148 -0.850
H 2.503 -2.023 1.659 0.159 -0.298 0.114
H -0.848 -0.885 -2.889 -1.399 0.135 0.185
C -1.166 0.935 1.195 -0.533 -0.602 2.529
H 0.289 -3.002 1.007 -0.235 0.136 0.300
```
Forces are in eV/Å.

Its total charge is 0. The LUMO energy comes out at 0.93 eV. The total energy is -11606.7210 eV. The strongest force on any atom is 2.7 eV/Å. As for the HOMO energy: -9.1 eV. For the energy above the lowest of the compared OMol25 structures with the same formula, charge and spin, the calculation gives 88.4 kJ/mol.

- What is the total charge in the first record?
  +1

- Look up the total charge of the fourth one.
  +1